No. 1
Formula: C4HClNOS
Source: OMol25
Level of theory: the ωB97M-V functional and the def2-TZVPD basis

Properties
charge: -1
E_tot: -1141.21786 Eh
2S+1: 1
LUMO energy (alpha / beta): 3.034 / 1.749 eV
energy above the lowest of the compared OMol25 structures with the same formula, charge and spin: 0.586 eV

CARTESIAN COORDINATES (ANGSTROEM)
C1 0.27024 -0.15435 0.70276
C2 1.39522 -0.05059 0.22754
C3 -2.19700 0.51345 0.27387
C4 2.73417 -0.38954 0.02215
N1 -2.96966 -0.44505 0.33102
O1 3.50356 -0.90495 0.74810
S1 3.07745 0.20513 -1.58373
Cl1 -1.94306 1.90719 -0.64930
H1 -3.87093 -0.68128 -0.07241

These are the Löwdin partial charges, in e, on atoms 1 to 2: C 0.00; C -0.31

***

No. 2
Formula: C4HN2P
Source: OMol25
Level of theory: the ωB97M-V functional and the def2-TZVPD basis

Properties
E_tot: -603.67201 Eh
2S+1: 3
LUMO energy (alpha / beta): 0.202 / -3.969 eV
energy above the lowest of the compared OMol25 structures with the same formula, charge and spin: 0.000 eV

CARTESIAN COORDINATES (ANGSTROEM)
C1 1.70494 -0.00142 -0.63829
C2 -1.57957 -0.88774 0.04916
C3 0.81756 0.29634 0.35904
C4 -0.66588 0.53171 0.28748
N1 2.51880 0.04738 -1.47380
N2 -1.96223 -1.89087 -0.30621
P1 0.22764 0.63569 1.92038
H1 -1.06126 1.26892 -0.19775

These are the Löwdin partial charges, in e, on atoms 1 to 2: C -0.22; C -0.16

***

Number 1: molar mass 146.58 g mol⁻¹. Number 2: molar mass 108.04 g mol⁻¹.